1.
38
Properties=species:S:1:pos:R:3:mulliken_charge:R:1 method="wB97M-V/def2-TZVPD" spin_multiplicity=5 e_lumo_ev="0.01 / -2.31" relative_energy_kj_mol=12.7 homo_ev="-8.400 / -8.462" s2=6.02
Ru -0.62536 -0.09054 -0.40121 0.13
C 2.34520 1.41676 -1.00089 -1.34
N 1.82144 0.04983 -0.88245 0.60
C 2.09511 -0.70926 -2.11055 -1.20
C 2.37077 -0.61335 0.30536 -1.04
C 1.67313 -0.07721 1.51521 1.21
C 2.29338 0.10890 2.73862 -0.92
C 1.55538 0.54964 3.83294 -0.57
C 0.19702 0.80708 3.70260 -0.63
C -0.43408 0.63941 2.47107 -0.13
C 0.31601 0.19929 1.38379 0.47
H 3.43127 1.37350 -1.15111 0.35
H 2.12369 1.97874 -0.09779 0.40
H 1.87751 1.92277 -1.83912 0.35
H 3.16976 -0.74802 -2.32214 0.32
H 1.59480 -0.23202 -2.94949 0.42
H 1.71820 -1.72359 -2.00593 0.29
H 3.45657 -0.47795 0.36716 0.46
H 2.17100 -1.68079 0.20924 0.37
H 3.35368 -0.09508 2.84279 0.43
H 2.04614 0.69697 4.78799 0.38
H -0.37571 1.15087 4.55614 0.41
H -1.48749 0.86166 2.36552 0.54
C -4.40633 -0.91676 -0.75685 -0.87
O -3.06055 -0.84843 -1.27078 -0.09
C -2.84670 -0.40042 -2.52332 0.36
S -3.98366 -0.06857 -3.63324 -0.29
S -1.12317 -0.20140 -2.79897 -0.30
H -4.36288 -1.63522 0.05542 0.26
H -5.08505 -1.24470 -1.53506 0.37
H -4.69216 0.06778 -0.39628 0.28
O -2.32192 1.57963 0.07209 -0.53
C -1.54254 2.37271 -0.49466 0.12
O -0.36428 1.99379 -0.81381 -0.42
H -1.84759 3.39112 -0.73230 0.44
O -0.17148 -4.24939 -0.84228 -0.51
C -0.34819 -3.13917 -0.51170 0.60
N -0.53092 -2.00858 -0.13602 -0.70

2.
21
Properties=species:S:1:pos:R:3:mulliken_charge:R:1 method="wB97M-V/def2-TZVPD" e_lumo_ev=-2.84 relative_energy_kj_mol=233.7 homo_ev=-13.376 smiles="C[NH2+]CCNCC=O" total_charge=+1
C 0.27113 2.91878 -0.10422 -0.85
N 0.24016 1.40975 -0.13497 -0.07
C -0.63104 0.71435 0.86852 -0.65
C -1.40620 -0.54570 0.32418 -0.70
N -0.66771 -1.32263 -0.77081 -0.39
C 0.19583 -2.40958 -0.27227 -0.43
C 1.69739 -2.02709 -0.38918 -0.05
O 2.09498 -0.89612 -0.34721 -0.47
H 1.30428 3.13462 -0.34262 0.35
H -0.46605 3.49211 -0.63915 0.33
H 0.22705 3.22466 0.96260 0.37
H -0.07215 0.95646 -1.01714 0.34
H 1.23574 1.16808 -0.05672 0.37
H -0.02571 0.62199 1.79217 0.39
H -1.47651 1.37536 1.07900 0.44
H -1.53949 -1.10959 1.25742 0.29
H -2.28339 -0.20566 -0.22240 0.48
H -1.42195 -1.66021 -1.36673 0.24
H 0.27830 -3.38476 -0.80986 0.37
H -0.03426 -2.65120 0.77076 0.28
H 2.47961 -2.80361 -0.58137 0.36

3.
104
Properties=species:S:1:pos:R:3:mulliken_charge:R:1 method="wB97M-V/def2-TZVPD" e_lumo_ev="2.16 / 2.16" relative_energy_kj_mol=261.4 homo_ev="-1.979 / -1.980" total_charge=-2
Cs -20.23676 -0.75188 -11.83707 1.40
O -18.19203 -2.68000 -11.83416 -0.63
C -17.01219 -3.15256 -11.88435 0.26
C -16.71705 -4.29554 -11.07176 -0.22
C -15.50165 -4.94774 -11.02545 -0.86
C -14.47400 -4.44096 -11.83642 -0.58
C -14.66643 -3.28942 -12.62083 -0.59
C -15.87690 -2.62524 -12.65964 1.16
C -15.85858 -1.34061 -13.47513 -0.81
N -16.88567 -0.66110 -13.65782 0.31
N -16.64944 0.52381 -14.34384 -0.92
C -17.64838 1.37316 -14.08744 0.02
O -18.52707 1.19254 -13.14125 -0.57
C -17.77680 2.72151 -14.80280 0.28
C -16.76116 3.40052 -15.46429 -0.51
C -16.91802 4.78227 -15.74288 -0.42
C -18.05799 5.45380 -15.37484 -0.62
C -19.10225 4.72393 -14.85024 -0.38
C -19.02406 3.36209 -14.66358 -0.40
H -17.56567 -4.68824 -10.53781 0.15
H -15.35494 -5.80538 -10.42750 0.48
H -13.52655 -5.00996 -11.82588 0.26
H -13.83885 -2.90362 -13.26776 0.20
H -14.87006 -1.08930 -13.83007 0.22
H -15.88249 2.86814 -15.69318 0.50
H -16.14462 5.25483 -16.24244 0.44
H -18.22659 6.46788 -15.61092 0.41
H -20.04105 5.20262 -14.63721 0.36
H -19.86933 2.73436 -14.31260 0.38
C -25.60486 6.15786 -12.12118 -0.53
C -24.23402 6.22489 -12.40661 -0.55
C -23.38620 5.19648 -12.08102 -0.68
C -23.88114 4.03336 -11.50262 0.57
C -25.22554 3.93857 -11.20199 -0.27
C -26.09464 4.99698 -11.49559 -0.58
P -22.74748 2.65462 -11.36406 0.09
C -23.77211 1.70502 -10.12917 0.48
C -23.96514 1.99798 -8.80258 0.18
C -24.90309 1.29034 -8.04915 -0.61
C -25.64040 0.26467 -8.58273 -0.64
C -25.43027 -0.10715 -9.90309 -0.62
C -24.49794 0.61425 -10.63307 -0.71
C -21.39938 3.30461 -10.32482 0.46
C -21.29770 4.24969 -9.29527 -0.07
C -20.13593 4.60300 -8.68807 -0.90
C -18.96367 3.97336 -9.08312 -0.57
C -19.00850 3.05376 -10.13469 -0.36
C -20.18605 2.78854 -10.77007 -0.19
H -26.25446 7.02158 -12.32117 0.33
H -23.86698 7.10428 -12.88848 0.43
H -22.32240 5.33175 -12.31765 0.32
H -25.64279 3.02573 -10.74331 0.22
H -27.15874 4.92366 -11.19983 0.36
H -23.42558 2.74341 -8.28473 0.34
H -25.01525 1.47108 -6.96457 0.35
H -26.37223 -0.26149 -7.98344 0.41
H -25.90448 -0.98673 -10.31607 0.51
H -24.33574 0.26051 -11.65636 0.36
H -22.27620 4.67430 -9.06656 0.37
H -20.17670 5.36146 -7.93763 0.41
H -17.98525 4.12939 -8.65484 0.42
H -18.10695 2.56511 -10.39374 0.51
O -22.88643 -3.54815 -3.29366 -0.61
N -23.04724 -2.51603 -3.98450 0.93
O -23.84283 -1.62753 -3.69227 -0.57
C -22.34647 -2.39076 -5.26562 0.11
C -22.19757 -3.60320 -5.87617 -0.87
C -21.55893 -3.61788 -7.16175 1.34
C -21.26455 -4.88611 -7.80573 -0.93
C -20.50755 -4.85893 -8.91938 -0.94
C -20.10300 -3.57763 -9.42716 -0.17
N -20.42732 -2.43325 -8.91035 0.11
C -21.10605 -2.43684 -7.73652 -0.48
C -21.34896 -1.19082 -7.13903 0.28
N -20.97191 -0.05698 -7.77182 -0.07
C -21.16818 1.10148 -7.21303 0.10
C -21.65236 1.26198 -5.91265 -0.67
C -22.06950 0.14013 -5.18936 -0.80
C -21.97227 -1.11484 -5.85244 0.81
H -22.52443 -4.53640 -5.43117 0.45
H -21.48458 -5.83093 -7.25124 0.31
H -20.23776 -5.75752 -9.42984 0.52
H -19.45753 -3.47785 -10.32045 0.27
H -20.92237 1.96374 -7.80197 -0.05
H -21.73281 2.19761 -5.42169 0.55
H -22.46579 0.31575 -4.20432 0.44
N -13.03029 -1.52861 -7.82460 -0.60
C -14.05821 -1.30888 -8.30637 -0.04
C -15.28459 -0.91988 -8.98792 0.41
C -15.33436 -0.31525 -10.25810 -0.80
C -16.57580 0.14982 -10.74011 -0.29
N -17.76159 0.00993 -10.09297 0.09
C -17.69735 -0.68937 -8.96500 -0.20
C -16.53889 -1.15270 -8.35899 -0.66
H -14.47403 -0.21490 -10.84954 0.57
H -16.66198 0.61908 -11.68679 0.57
H -18.67737 -0.91218 -8.53055 0.17
H -16.56075 -1.76186 -7.47315 0.50
Cl -25.40459 -0.18991 -15.12251 -0.16
C -24.96458 -1.85368 -14.89195 0.23
Cl -25.27095 -2.92432 -16.23494 -0.16
Cl -26.79466 -2.86967 -13.06604 -0.71
C -23.88172 -2.04477 -14.00391 0.21
N -22.95361 -2.19762 -13.32744 -0.38

4.
140
Properties=species:S:1:pos:R:3:mulliken_charge:R:1 method="wB97M-V/def2-TZVPD" e_lumo_ev=2.06 homo_ev=-4.953 total_charge=-1
C 4.68044 -1.18045 -1.04479 -1.45
C 3.31890 -0.55523 -0.78123 0.12
S 3.48765 0.77924 0.41867 -0.26
C 1.83891 1.55362 0.54501 -1.06
C 1.19239 1.80510 -0.77935 0.38
C 0.45222 0.87673 -1.46496 0.08
O 0.27098 -0.34072 -0.86958 -0.38
C -1.06347 -0.53601 -0.38420 -0.75
C -1.48509 -1.97790 -0.50969 0.32
C -2.77469 -2.16475 -1.32614 -1.63
O -1.69455 -2.50568 0.83434 -0.56
C -0.12712 1.12832 -2.77191 0.03
C -0.90891 0.06469 -3.56841 0.25
O -0.77909 -1.12652 -3.22626 -0.66
O -1.60726 0.53220 -4.48238 -0.79
C 0.05137 2.36020 -3.33280 -0.80
C 0.78392 3.37849 -2.65776 0.55
N 1.00714 4.61114 -3.08369 -0.78
S 1.88289 5.33952 -1.91454 0.06
N 1.98323 4.13619 -0.86330 -0.60
C 1.34657 3.08963 -1.37919 1.30
H 5.25454 -0.54478 -1.71094 0.29
H 4.51200 -2.10969 -1.58219 0.42
H 5.23754 -1.39740 -0.14033 0.38
H 2.63608 -1.29640 -0.38863 0.21
H 2.91757 -0.19678 -1.72055 0.23
H 2.03259 2.51454 1.00425 0.53
H 1.18438 0.99135 1.20254 0.42
H -1.74308 0.13680 -0.89656 0.54
H -1.08615 -0.25892 0.67198 0.25
H -0.69476 -2.56362 -0.95794 0.49
H -3.31609 -1.23136 -1.41856 0.30
H -2.48478 -2.53395 -2.30032 0.35
H -3.42252 -2.88174 -0.83364 0.42
H -1.20985 -3.32612 0.91485 0.32
H -0.37870 2.55870 -4.30275 0.52
C -4.86940 -0.00927 2.90599 -0.55
C -5.11847 1.41655 3.38975 -0.34
C -3.71627 2.00527 3.34096 -0.48
O -3.03297 1.34008 2.27821 -0.36
C -3.79297 0.20297 1.85113 0.15
H -5.75664 -0.50157 2.50984 0.43
H -4.47800 -0.61732 3.72574 0.16
H -5.77306 1.94096 2.68817 0.27
H -5.56195 1.47175 4.38277 0.17
H -3.17752 1.81426 4.27643 0.23
H -3.71228 3.08037 3.15255 0.27
H -4.23538 0.42818 0.87387 0.11
H -3.13078 -0.65522 1.74126 -0.09
C -5.50932 -4.90526 -4.88461 -0.51
C -6.31316 -3.65888 -4.52835 -0.52
C -6.81984 -4.00717 -3.13740 0.01
O -5.82639 -4.84802 -2.54075 -0.45
C -4.89222 -5.26535 -3.54065 -0.30
H -4.76205 -4.73757 -5.65855 0.33
H -6.17852 -5.70315 -5.22027 0.24
H -5.65317 -2.79028 -4.48396 0.28
H -7.12042 -3.43977 -5.22615 0.32
H -7.76353 -4.56125 -3.18613 -0.11
H -6.96733 -3.12807 -2.50939 0.30
H -3.95170 -4.72805 -3.38365 0.14
H -4.70420 -6.33516 -3.43270 0.28
C 7.42575 4.93204 -1.27539 -0.37
C 6.14488 5.11686 -0.46429 -0.68
C 5.33621 3.89149 -0.87411 0.19
O 6.29097 2.86218 -1.15983 -0.36
C 7.60066 3.42171 -1.22755 -0.03
H 8.28463 5.47151 -0.87932 0.38
H 7.26932 5.25896 -2.30528 0.14
H 6.36998 5.08004 0.60498 0.33
H 5.62456 6.05161 -0.67046 0.34
H 4.75328 4.08551 -1.78033 -0.03
H 4.65522 3.54589 -0.09897 -0.03
H 8.15697 3.11496 -0.33218 0.19
H 8.11763 3.02596 -2.10402 -0.11
C 10.53090 7.33351 -5.33379 -0.56
C 10.06222 5.90200 -5.58278 -0.64
C 9.94144 5.36541 -4.16328 -0.12
O 9.58820 6.48282 -3.34218 -0.35
C 9.75256 7.69574 -4.07584 -0.48
H 10.33227 8.01203 -6.16239 0.34
H 11.60451 7.34708 -5.13083 0.25
H 9.08397 5.90735 -6.06847 0.30
H 10.74394 5.31620 -6.19739 0.36
H 10.89432 4.95849 -3.80846 0.19
H 9.17965 4.59210 -4.06253 0.13
H 8.76139 8.09135 -4.32430 0.29
H 10.26883 8.42531 -3.45019 0.26
C 10.83454 -0.65496 -1.89167 -0.57
C 9.95113 -1.13793 -3.03867 -0.55
C 9.16467 0.12214 -3.37132 -0.24
O 10.02919 1.22442 -3.07379 -0.35
C 11.15700 0.76763 -2.32852 -0.38
H 11.72655 -1.26082 -1.73693 0.34
H 10.26366 -0.64256 -0.96079 0.27
H 10.56950 -1.43462 -3.88957 0.26
H 9.30884 -1.97657 -2.77546 0.34
H 8.26632 0.20709 -2.75173 0.08
H 8.86802 0.17496 -4.41908 0.31
H 12.03995 0.79369 -2.97823 0.24
H 11.32621 1.44158 -1.48754 0.26
C -5.10486 1.12175 9.23829 -0.63
C -5.77439 -0.18484 8.82189 -0.05
C -6.15142 0.10678 7.37660 -0.57
O -5.15834 1.00644 6.87834 -0.28
C -4.37317 1.50818 7.96045 -0.41
H -4.43465 1.01935 10.09100 0.34
H -5.86012 1.87224 9.48559 0.32
H -5.05247 -1.00163 8.86021 -0.12
H -6.63231 -0.45464 9.43717 0.37
H -7.13118 0.59352 7.30663 0.31
H -6.16478 -0.78845 6.75384 0.30
H -3.38298 1.04107 7.91629 0.19
H -4.25317 2.58621 7.84519 0.29
C -0.95804 -3.13548 7.79938 -0.53
C -0.74502 -2.80235 9.27356 -0.54
C -1.95276 -1.92368 9.56755 -0.41
O -3.00411 -2.38448 8.71577 -0.37
C -2.47143 -3.27769 7.73130 -0.42
H -0.43611 -4.03263 7.47135 0.34
H -0.62927 -2.30234 7.17503 0.27
H -0.78636 -3.71389 9.87457 0.25
H 0.19988 -2.30176 9.47874 0.33
H -1.74637 -0.87376 9.33050 0.24
H -2.28160 -1.98585 10.60605 0.28
H -2.78736 -4.29682 7.97930 0.25
H -2.87891 -3.01626 6.75481 0.26
C -11.44617 -6.62725 -3.88997 -0.64
C -12.51598 -5.53935 -3.85247 -0.53
C -11.69325 -4.31357 -3.47860 -0.44
O -10.39327 -4.51701 -4.03357 -0.38
C -10.25939 -5.87064 -4.47032 -0.23
H -11.72303 -7.49683 -4.48431 0.35
H -11.21895 -6.96453 -2.87625 0.28
H -12.95553 -5.41107 -4.84444 0.25
H -13.32115 -5.73809 -3.14656 0.33
H -11.59755 -4.21582 -2.39181 0.28
H -12.10836 -3.38577 -3.87369 0.25
H -10.27478 -5.88716 -5.56581 0.25
H -9.29888 -6.26161 -4.13218 0.24